Record 1
Molecular formula: C39H67F3NO7PSi
Method: DFT, the ωB97M-V functional and the def2-TZVPD basis

Element x y z (Å)
C  1.6870  -2.2082  2.5838
C  0.5960  -1.1353  2.6919
N  1.1011  0.2057  3.0090
C  1.5232  0.9259  1.8570
C  2.5678  0.6000  1.1046
C  2.8638  1.4432  -0.0692
O  3.9817  1.7412  -0.3993
C  1.6228  1.9071  -0.7964
C  1.6064  1.9319  -2.1888
C  2.8416  1.5837  -2.9928
C  3.7089  2.8539  -3.1986
F  3.0255  4.0016  -2.7763
C  0.3934  2.2826  -2.8138
C  0.3866  2.2883  -4.3245
C  0.2754  0.8819  -4.9616
C  -0.7533  2.6104  -2.0594
P  -2.3269  2.9967  -2.9753
C  -2.7035  1.6740  -4.1911
C  -2.1468  4.6016  -3.8632
C  -0.6970  2.6488  -0.6418
C  -1.8853  3.0295  0.2339
F  -1.4933  3.7680  1.3002
F  -2.7479  3.8762  -0.4081
C  -2.6914  1.8607  0.7988
C  -3.3579  0.9275  -0.2298
Si  -5.2047  1.2185  -0.4481
C  -5.7074  3.0267  -0.4190
C  -5.7030  0.5661  -2.1631
C  -6.2500  0.2843  0.8105
C  -7.6180  0.5906  0.8660
C  -8.4915  -0.0454  1.7436
C  -7.9995  -1.0403  2.5842
C  -6.6444  -1.3495  2.5437
C  -5.7687  -0.7130  1.6672
C  0.5142  2.2778  -0.0242
C  0.7813  2.1754  1.4683
O  0.5883  2.9931  2.3187
H  1.9719  -2.3751  1.5442
H  1.3417  -3.1579  2.9768
H  2.5508  -1.9310  3.1739
H  -0.0554  -1.1353  1.8201
H  -0.0304  -1.4288  3.5385
H  1.9066  0.0934  3.6133
H  3.1812  -0.2605  1.3290
H  2.5841  1.2291  -3.9770
H  3.4371  0.8826  -2.4239
H  4.6018  2.8121  -2.5874
H  3.9234  3.0165  -4.2508
H  1.3435  2.7053  -4.6311
H  -0.3740  2.9439  -4.7338
H  1.2390  0.4050  -5.1064
H  -0.2992  0.2290  -4.3103
H  -0.2601  0.9464  -5.9059
H  -2.2351  1.8782  -5.1593
H  -2.3136  0.7116  -3.8748
H  -3.7690  1.5839  -4.3641
H  -1.2575  5.1568  -3.5807
H  -2.1875  4.4363  -4.9414
H  -3.0215  5.1922  -3.6103
H  -2.0155  1.2969  1.4453
H  -3.4201  2.3435  1.4488
H  -2.8131  0.9522  -1.1699
H  -3.2454  -0.0930  0.1467
H  -6.7887  3.1341  -0.4423
H  -5.3097  3.5276  0.4634
H  -5.2798  3.5395  -1.2785
H  -5.6544  1.4165  -2.8409
H  -5.0836  -0.2622  -2.4944
H  -6.7501  0.2715  -2.1024
H  -8.0235  1.3499  0.2086
H  -9.5364  0.2262  1.7375
H  -8.6794  -1.5447  3.2553
H  -6.2768  -2.1318  3.1967
H  -4.7211  -0.9919  1.6535
C  -2.2430  -3.3906  3.8939
C  -2.1808  -2.8901  2.4637
O  -2.8298  -1.6256  2.3231
H  -3.2797  -3.4786  4.2209
H  -1.7602  -4.3643  3.9895
H  -1.7454  -2.6903  4.5692
H  -2.6931  -3.5780  1.7922
H  -1.1417  -2.8031  2.1370
H  -2.3884  -0.9952  2.9035
C  2.7086  4.4643  -7.5924
C  3.4582  3.1480  -7.5075
O  2.9043  2.2973  -6.5037
H  2.7325  4.9779  -6.6305
H  3.1456  5.1165  -8.3495
H  1.6592  4.2949  -7.8461
H  4.4991  3.3161  -7.2355
H  3.4356  2.6298  -8.4713
H  1.9862  2.1291  -6.7400
C  2.3988  -4.7667  6.9278
C  2.7861  -4.2255  5.5638
O  2.1821  -2.9577  5.3114
H  1.3152  -4.8644  7.0030
H  2.8528  -5.7425  7.1067
H  2.7198  -4.0857  7.7198
H  2.4493  -4.8947  4.7746
H  3.8736  -4.1250  5.4826
H  2.4852  -2.3484  5.9928
C  6.9341  -2.1162  4.0691
C  5.7900  -1.7826  3.1301
O  5.2197  -0.5089  3.4244
H  6.5897  -2.1089  5.1040
H  7.3519  -3.0990  3.8451
H  7.7316  -1.3744  3.9856
H  4.9877  -2.5146  3.2294
H  6.1352  -1.7904  2.0900
H  5.9084  0.1560  3.3275
C  3.7192  -5.1099  -0.0798
C  4.4561  -5.2755  1.2360
O  3.5533  -5.3569  2.3368
H  3.0982  -4.2137  -0.0558
H  4.4175  -5.0314  -0.9142
H  3.0581  -5.9606  -0.2615
H  5.0998  -4.4170  1.4239
H  5.0811  -6.1744  1.2140
H  2.9835  -6.1187  2.1932

Forces on the atoms, in the same order (eV/Å):
C -0.32 0.02 -0.79
C 0.11 -0.53 0.96
N 0.04 0.45 -0.29
C -0.04 -0.64 -0.31
C -0.01 -0.27 0.01
C -0.84 0.15 0.28
O 0.62 -0.06 -0.30
C 0.24 0.06 -0.25
C -0.54 -0.12 0.18
C 0.06 1.20 0.31
C -0.24 0.11 0.21
F -0.09 0.06 -0.07
C 0.18 -0.13 0.27
C 0.50 -0.24 -0.10
C -0.35 0.25 0.40
C 0.35 0.06 -0.81
P -1.68 -0.11 1.69
C 1.13 0.33 -0.98
C 0.00 -0.45 -0.36
C 0.59 0.12 -0.26
C -0.81 -0.23 0.16
F 0.37 0.19 0.12
F 0.08 0.09 -0.26
C 0.23 -0.08 -0.19
C 0.06 0.05 0.73
Si -0.24 -0.10 -0.97
C 0.42 -0.14 0.16
C -0.16 0.48 0.75
C 0.01 0.02 0.20
C -0.02 -0.05 0.17
C 0.51 -0.12 -0.26
C 0.08 0.44 -0.28
C -0.06 -0.34 0.10
C -0.41 0.27 -0.10
C -0.37 0.16 -0.06
C 0.07 -0.40 -0.04
O -0.15 0.45 0.23
H 0.22 0.07 -0.03
H -0.09 -0.12 0.00
H 0.18 0.02 0.00
H 0.11 0.38 -0.15
H -0.10 0.12 0.03
H -0.05 0.04 0.16
H 0.37 0.17 0.10
H 0.00 -0.45 0.01
H 0.06 -0.36 -0.30
H 0.20 -0.10 -0.07
H 0.16 -0.14 -0.08
H -0.03 0.26 -0.13
H -0.13 0.04 0.15
H 0.11 0.01 -0.14
H -0.06 -0.14 -0.04
H 0.10 -0.13 -0.18
H -0.09 -0.12 -0.10
H -0.12 -0.08 0.27
H -0.19 0.13 0.29
H 0.16 -0.04 -0.05
H 0.27 0.10 -0.10
H -0.02 0.12 0.12
H 0.09 0.04 0.04
H -0.07 -0.03 0.15
H -0.13 0.06 -0.22
H -0.03 -0.10 -0.06
H -0.11 0.04 0.04
H -0.16 0.08 0.11
H 0.03 -0.01 -0.13
H 0.20 -0.10 -0.29
H -0.03 -0.08 -0.18
H -0.04 -0.24 -0.15
H -0.01 0.06 -0.04
H -0.11 -0.03 0.09
H 0.08 -0.12 0.12
H 0.11 0.01 0.02
H -0.18 0.01 0.08
C -0.09 0.03 0.01
C 0.01 0.12 0.19
O 0.22 -0.17 -0.06
H -0.01 -0.04 -0.03
H 0.02 0.01 0.01
H 0.07 -0.05 -0.01
H -0.06 0.07 -0.05
H -0.09 -0.22 -0.06
H 0.01 0.00 0.03
C 0.00 0.00 0.10
C -0.27 0.02 -0.05
O 0.13 -0.02 0.01
H 0.05 0.01 -0.01
H -0.02 0.00 -0.01
H 0.02 0.00 -0.08
H 0.01 -0.07 0.05
H 0.10 0.05 -0.03
H 0.00 -0.04 0.00
C -0.06 0.04 -0.02
C 0.04 0.17 0.24
O -0.03 -0.06 0.24
H 0.00 -0.04 -0.03
H 0.01 0.01 0.01
H 0.07 -0.04 0.01
H 0.03 0.08 -0.09
H 0.01 -0.15 -0.05
H -0.03 0.00 0.01
C -0.05 0.03 0.06
C 0.17 0.19 0.00
O -0.18 -0.17 0.04
H -0.03 -0.05 -0.01
H 0.01 0.01 -0.01
H 0.03 -0.04 -0.06
H -0.07 0.06 -0.01
H -0.02 -0.12 -0.01
H -0.03 0.04 -0.02
C -0.04 0.07 0.04
C -0.21 -0.21 -0.07
O 0.09 0.12 0.06
H 0.04 0.03 0.00
H -0.01 -0.02 -0.01
H 0.06 -0.04 -0.04
H -0.01 0.00 0.08
H 0.10 0.07 -0.05
H -0.02 0.00 0.00

Summary:
molar mass: 778.019 Da
HOMO energy: -7.418 eV
orbital gap: 7.162 eV
structure (SMILES): CCNC1=CC(=O)c2c(CCF)c(CC)c(P(C)C)c(C(F)(F)CC[Si](C)(C)c3ccccc3)c2C1=O.CCO.CCO.CCO.CCO.CCO
LUMO energy: -0.26 eV

Mulliken population analysis, charges in e, atoms 1 to 2:
1 C -0.9811
2 C 0.0243

Record 2
Molecular formula: C39H68BN9O4PS2Si
Method: DFT, the ωB97M-V functional and the def2-TZVPD basis

Element x y z (Å)
C  0.4997  -1.6521  5.4559
N  -0.1357  -1.8132  4.1148
C  0.8167  -1.5045  3.0481
C  0.2631  -0.5962  1.9505
N  -0.0149  0.6582  1.9827
O  0.1424  1.4760  3.0555
C  -0.6875  1.1559  4.1908
O  -0.1508  1.2067  5.2558
C  -2.1591  0.8630  4.0969
C  -2.7438  -0.2059  3.4633
C  -4.1029  -0.3970  3.4471
C  -4.9303  0.4924  4.0892
C  -4.3425  1.5495  4.7509
C  -2.9953  1.7544  4.7541
C  -0.4587  1.2379  0.6798
B  0.9669  1.9146  0.1623
N  1.0273  3.2530  -0.3947
O  2.1760  1.2306  0.3133
Si  -1.7238  2.7055  0.6501
C  -3.4453  2.2494  1.3241
C  -2.0397  3.3144  -1.1314
C  -1.1622  4.2033  1.6690
C  -0.7391  0.1258  -0.3618
S  0.0820  0.2651  -2.0123
P  -2.4945  -0.3283  -0.8502
O  -2.5187  -1.3504  -1.9175
S  0.0021  -1.3966  0.4132
H  1.1489  -0.7736  5.4753
H  -0.2996  -1.4304  6.1681
H  1.0992  -2.5188  5.7509
H  -0.3319  -2.8055  4.0682
H  1.7754  -1.1160  3.4116
H  1.0743  -2.4470  2.5441
H  -2.1485  -0.9398  2.9349
H  -4.5276  -1.2447  2.9198
H  -6.0063  0.3701  4.0792
H  -4.9814  2.2440  5.2871
H  -2.5547  2.6052  5.2635
H  0.6825  3.1820  -1.3533
H  2.0060  3.5139  -0.4925
H  2.3100  0.5827  -0.3850
H  -3.5154  2.6811  2.3242
H  -3.6773  1.1848  1.2933
H  -4.2081  2.7415  0.7092
H  -3.0945  3.1790  -1.3884
H  -1.7345  4.3549  -1.2597
H  -1.4869  2.7110  -1.8697
H  -0.4029  3.9595  2.4166
H  -2.0145  4.7270  2.1104
H  -0.6740  4.8709  0.9518
H  1.2236  -0.4624  -1.8924
H  -3.1195  -0.8218  0.3234
H  -3.2649  0.7722  -1.2821
C  1.9018  5.9122  3.1567
C  1.8827  6.5074  1.7548
C  2.4611  7.9244  1.7026
C  1.6769  8.8271  2.5589
N  1.0632  9.5278  3.2353
H  1.2835  6.4887  3.8470
H  1.5096  4.8940  3.1428
H  2.9189  5.8777  3.5529
H  0.8553  6.5156  1.3858
H  2.4591  5.8641  1.0867
H  2.4400  8.3046  0.6812
H  3.4979  7.9273  2.0421
C  4.2500  3.2978  5.3196
C  5.7289  2.9401  5.3928
C  6.6311  4.1089  4.9846
C  6.3435  4.5101  3.5983
N  6.1185  4.8185  2.5120
H  3.9544  3.5479  4.2989
H  3.6338  2.4570  5.6414
H  4.0218  4.1507  5.9621
H  5.9224  2.0808  4.7473
H  5.9782  2.6365  6.4111
H  7.6804  3.8230  5.0582
H  6.4685  4.9660  5.6394
C  -9.2277  -1.5142  0.5660
C  -8.0800  -2.3445  0.0021
C  -6.7335  -2.0250  0.6612
C  -6.3777  -0.6128  0.4479
N  -6.1109  0.4957  0.2810
H  -9.0778  -0.4484  0.3861
H  -10.1674  -1.7942  0.0913
H  -9.3329  -1.6691  1.6420
H  -8.0107  -2.1749  -1.0740
H  -8.2995  -3.4037  0.1460
H  -5.9469  -2.6510  0.2367
H  -6.7785  -2.2185  1.7348
C  1.4605  -4.1167  -2.7265
C  2.5190  -4.3072  -3.8095
C  3.8171  -3.5492  -3.5175
C  3.5616  -2.1042  -3.4267
N  3.3477  -0.9741  -3.3556
H  1.1516  -3.0693  -2.6416
H  0.5701  -4.6991  -2.9628
H  1.8329  -4.4450  -1.7520
H  2.1069  -3.9815  -4.7674
H  2.7472  -5.3664  -3.9045
H  4.5433  -3.7271  -4.3103
H  4.2549  -3.8875  -2.5770
C  -3.5980  -3.7671  -6.6913
C  -3.3459  -3.4873  -5.2135
C  -1.8568  -3.3719  -4.8736
C  -1.1597  -4.6279  -5.1898
N  -0.6158  -5.6123  -5.4373
H  -3.1699  -4.7230  -6.9968
H  -4.6685  -3.8115  -6.8929
H  -3.1681  -2.9830  -7.3180
H  -3.7976  -4.2831  -4.6177
H  -3.8428  -2.5562  -4.9352
H  -1.7301  -3.1574  -3.8110
H  -1.3973  -2.5601  -5.4399
C  5.6622  -4.5163  -7.9222
C  6.7173  -5.4666  -7.3658
C  6.1262  -6.7927  -6.8742
C  5.1600  -6.5554  -5.7920
N  4.4015  -6.3696  -4.9457
H  4.9372  -4.2296  -7.1579
H  6.1292  -3.6012  -8.2863
H  5.1209  -4.9734  -8.7525
H  7.2457  -4.9742  -6.5466
H  7.4547  -5.6763  -8.1421
H  6.9163  -7.4434  -6.4991
H  5.6196  -7.3119  -7.6889

Forces on the atoms, in the same order (eV/Å):
C -0.37 0.57 0.05
N 1.13 0.28 0.59
C 0.21 -0.64 -0.39
C 0.36 -1.24 0.05
N -1.70 -0.96 -1.34
O 0.12 -0.38 0.22
C -0.28 -0.75 1.91
O 0.00 0.59 -1.19
C 0.33 0.56 -0.60
C 0.76 -0.97 -1.05
C -0.62 -0.35 -0.14
C -0.11 -0.09 0.04
C -1.29 0.70 0.59
C 1.05 0.42 0.34
C 1.26 1.54 -0.81
B 0.90 0.64 -0.77
N 0.14 -0.94 -0.17
O -0.81 -0.08 0.66
Si -1.49 1.41 0.57
C 0.56 0.07 -0.55
C 0.58 -1.03 -0.14
C 0.46 -0.40 -0.58
C 0.51 -0.93 0.46
S 0.08 0.60 -0.40
P -1.08 -1.04 -0.58
O 0.39 -0.29 0.08
S -0.47 0.77 0.87
H -0.09 -0.14 -0.15
H 0.22 -0.36 0.11
H -0.20 0.02 0.02
H -0.41 0.12 -0.34
H -0.29 0.29 0.02
H 0.11 0.32 -0.17
H 0.10 0.07 0.16
H 0.13 0.01 0.03
H 0.07 0.02 0.03
H 0.10 0.02 -0.07
H -0.15 -0.05 0.04
H -0.46 0.56 0.19
H -0.03 0.04 0.03
H 0.32 -0.02 0.05
H -0.14 -0.45 0.03
H -0.15 0.17 0.36
H 0.18 -0.03 0.03
H 0.10 0.21 0.15
H -0.08 -0.11 0.08
H -0.07 0.28 -0.01
H -0.26 0.12 0.10
H 0.10 -0.20 0.07
H -0.07 0.00 0.21
H -0.38 0.04 0.29
H 0.34 0.53 0.17
H 0.47 0.40 0.61
C 0.00 -0.03 0.04
C -0.01 -0.24 0.12
C -0.28 -0.07 0.09
C 0.04 0.33 0.09
N 0.17 -0.32 -0.24
H 0.04 0.05 -0.02
H 0.07 -0.02 0.02
H -0.01 -0.01 0.00
H 0.04 0.09 -0.07
H 0.04 0.10 -0.05
H 0.03 0.08 0.03
H 0.00 0.03 0.02
C -0.05 -0.07 0.00
C -0.25 -0.08 0.08
C -0.14 -0.22 -0.21
C 0.17 0.25 -0.20
N -0.04 -0.15 0.40
H 0.02 0.05 0.01
H 0.00 0.03 0.04
H -0.04 -0.01 -0.02
H 0.11 0.04 0.00
H 0.10 0.05 -0.02
H 0.03 0.09 -0.06
H 0.00 0.03 -0.04
C 0.02 0.00 -0.01
C -0.34 0.04 0.00
C -0.13 0.14 -0.25
C 0.20 0.16 0.10
N -0.01 -0.45 0.01
H 0.04 -0.01 0.03
H 0.00 -0.01 0.03
H -0.02 0.01 -0.01
H 0.11 -0.05 0.01
H 0.13 -0.01 0.00
H 0.06 0.05 0.03
H 0.01 0.05 0.01
C 0.01 0.10 0.00
C -0.52 -0.06 0.22
C -0.27 0.09 -0.14
C 0.17 0.20 0.07
N -0.17 -0.33 0.17
H 0.02 0.01 0.02
H 0.05 -0.03 0.02
H -0.01 0.01 0.00
H 0.10 -0.03 -0.03
H 0.04 0.21 -0.02
H 0.05 0.02 0.04
H 0.05 0.05 0.00
C -0.03 -0.02 0.02
C -0.22 0.01 -0.24
C -0.17 -0.28 0.05
C 0.29 -0.07 -0.02
N -0.20 0.34 0.11
H 0.05 0.03 0.01
H 0.01 0.03 -0.02
H -0.01 -0.02 -0.01
H 0.07 0.04 0.08
H 0.10 0.01 0.11
H 0.07 0.04 -0.01
H 0.05 -0.03 -0.01
C 0.05 0.02 0.00
C -0.07 0.26 -0.13
C 0.03 0.28 0.13
C -0.20 -0.23 0.16
N 0.60 -0.18 -0.43
H -0.03 -0.06 -0.01
H -0.01 -0.02 -0.03
H -0.02 0.02 0.02
H 0.04 -0.10 0.02
H 0.02 -0.10 0.06
H -0.07 -0.06 0.04
H -0.05 -0.02 0.04

Summary:
total charge: +1
molar mass: 861.038 Da
HOMO energy: -12.396 eV
orbital gap: 8.751 eV
LUMO energy: -3.64 eV

Mulliken population analysis, charges in e, atoms 1 to 2:
1 C -1.0966
2 N -0.1035